DFT (ωB97M-V/def2-TZVPD) results for a 4-piece molecular cluster, C27H66N2O14P3 overall in a non-equilibrium geometry.

The value obtained for the largest force on an atom is 6.123 eV/A. The calculation puts the LUMO energy at 1.74 eV. Its net charge is -1. As for the total energy: -88582.235 eV. As for the spin multiplicity: 1.

XYZ file:
```
112
Properties=species:S:1:pos:R:3:forces:R:3
C 3.139519 -4.894865 7.852839 0.24 0.13 0.32
O 2.663233 -3.135077 5.527801 -2.04 1.79 1.68
H 2.461334 -0.885115 1.366075 -0.29 0.08 -0.04
H -7.181919 -7.691963 -3.915928 0.01 0.09 -0.08
C -0.774778 4.837510 -2.867779 -0.57 0.62 0.13
H -1.703422 -1.198713 -0.649592 -0.07 0.13 0.18
H -6.823229 -6.260473 -1.241586 0.16 -0.08 -0.02
C 6.117451 5.523925 -2.121636 -0.20 0.29 -0.06
H -3.646919 -1.713242 -4.386905 0.02 0.04 0.02
H 1.495794 -3.722719 8.643155 0.08 0.06 0.03
H 1.249398 -4.518978 2.357825 -0.09 -0.07 0.12
H -6.090213 -4.869648 -6.908012 0.13 -0.15 0.10
C 3.553549 7.677192 -0.848646 -1.12 -0.36 0.37
H 3.748059 1.542003 2.693566 0.05 -0.09 0.10
H 2.649728 3.267656 0.687895 0.01 0.03 -0.05
H 3.866618 8.280745 0.018156 0.19 0.12 -0.11
C 5.213158 6.343398 -3.062182 0.40 -0.24 -0.14
H -0.971866 -2.784649 -0.527937 -0.02 -0.05 0.04
H 0.413573 -6.596207 5.420779 0.17 0.21 -0.06
H 3.388748 -5.672976 2.358394 -0.03 0.01 -0.05
H 3.994239 9.267940 -1.953308 -0.25 0.15 -0.33
H 1.608388 7.582233 0.207571 0.13 -0.34 0.12
H -1.224307 -5.977844 5.521537 0.05 0.20 -0.05
H -4.512965 -2.823892 -6.839873 -0.05 -0.07 -0.13
C -1.629523 -2.080796 -0.013330 0.04 -0.09 -0.22
H 3.809431 -4.065248 7.617520 -0.08 0.02 -0.13
H 3.761633 -5.731435 8.172270 -0.06 -0.08 -0.13
H -8.330428 -6.593201 -2.073052 -0.01 -0.04 -0.02
O 1.072234 1.085714 0.154832 -0.16 0.00 0.69
H 2.797015 -0.827473 3.088921 -0.21 0.06 0.06
H 1.580733 -5.358824 9.278046 0.02 -0.01 0.02
O 1.382408 0.509102 2.517809 -1.80 1.75 0.92
H -0.314532 9.176730 -3.195200 -0.06 0.13 -0.10
H 4.688737 0.189284 2.023096 -0.04 -0.05 0.07
O 1.629859 -4.949527 4.318081 -0.31 0.15 0.34
C -0.442478 6.331834 -2.557488 1.09 -1.02 0.39
O -4.313108 -5.750828 -2.525070 2.62 -0.20 -1.78
H 3.677201 1.181410 0.976570 -0.05 -0.01 -0.01
H 0.540915 -6.878012 7.834056 0.03 0.01 -0.05
H -7.394523 -7.932215 -1.385709 -0.01 -0.01 -0.03
H -6.219978 -2.492037 -7.207906 0.00 -0.08 -0.03
C 0.938685 2.438600 -0.332612 -0.06 0.52 -0.14
C 1.576028 3.439124 0.603286 0.06 0.07 0.18
H 6.049955 8.137532 -2.117150 0.01 -0.26 0.15
H -2.619659 -2.531931 0.077379 0.02 -0.03 0.03
H 1.414219 4.453517 0.230206 0.03 -0.03 -0.10
O 3.961504 5.715296 -3.070547 0.32 -0.42 0.00
C -7.321881 -6.971856 -1.899065 -0.12 0.12 0.06
H -1.104619 7.267977 -4.418901 -0.06 -0.31 -0.06
H 1.894365 -3.163857 3.266622 0.03 0.00 0.11
C -5.528860 -2.855177 -6.445812 0.17 0.16 0.24
H -0.907144 4.747887 -3.949569 -0.02 -0.24 -0.02
H -2.118846 9.266131 -3.019965 0.14 0.29 -0.04
H 5.269282 8.405891 -3.650904 -0.02 0.04 0.01
H -1.790956 -1.174791 1.939571 0.02 0.12 -0.07
C -0.260169 -6.001213 6.030208 -0.44 -0.60 0.16
H -0.839690 -2.651593 1.899815 0.10 0.03 0.00
O 0.163949 -4.631017 6.127045 0.36 2.54 0.88
H -2.471463 -1.750536 -3.066459 -0.01 -0.02 0.03
C -1.209354 8.699940 -2.804977 -0.08 -0.60 -0.13
C 5.164549 7.850211 -2.712297 -0.13 0.33 -0.44
C 2.584663 -0.213232 2.211071 0.83 -0.19 0.12
H 5.630756 4.571206 -1.922653 0.05 -0.06 0.01
C -5.906529 -4.258593 -6.023453 -0.31 0.42 -0.57
H 3.965471 6.677864 -0.718014 0.22 0.02 -0.23
H 0.015268 4.162212 -2.550404 0.16 0.15 0.07
C -4.316651 -2.786015 -2.636359 0.39 0.30 0.15
H -2.740223 -3.185736 -4.070039 0.06 0.01 0.09
H -5.641483 -7.651224 -3.073647 0.07 0.12 0.06
H 3.686513 -4.008783 1.826292 -0.03 -0.01 -0.02
H -2.391105 6.968003 -3.190394 -0.03 -0.23 -0.34
O -4.825230 -4.899639 -5.322793 2.42 -0.80 0.78
H 1.156717 3.362967 1.613755 -0.08 0.03 -0.06
H -1.011843 -7.539229 7.331664 -0.04 0.04 -0.06
H -5.573407 -2.167001 -5.603177 -0.02 -0.04 0.03
C -6.579022 -7.114552 -3.211521 -0.18 -0.03 0.25
H 4.089987 -4.518316 3.475998 -0.05 0.17 0.03
H -1.706047 4.567625 -2.347433 -0.08 -0.25 -0.23
H -3.883408 -3.318929 -1.788832 -0.08 -0.16 -0.07
O -1.206989 0.977221 1.138448 0.29 1.78 2.60
H -1.073427 8.627198 -1.724529 -0.12 0.17 0.07
H 1.426600 2.478269 -1.304764 0.04 -0.20 0.02
H -4.841713 -1.918190 -2.238311 -0.18 -0.09 -0.06
P 1.672715 -4.206182 5.774544 2.30 -4.79 -3.04
O -6.358220 -5.834412 -3.803426 0.33 0.10 -0.28
H -0.918866 -5.932454 8.086767 -0.14 -0.03 -0.08
H 2.737925 -4.141706 9.834525 0.02 0.02 -0.03
H 1.623255 8.347744 -1.395930 -0.17 0.10 0.18
C -3.228790 -2.330991 -3.592786 -0.08 -0.07 -0.10
C -1.066519 -1.734361 1.349172 -0.08 -0.05 -0.24
H 6.286690 6.045076 -1.179529 -0.01 -0.07 0.09
N 3.896894 8.278141 -2.140970 0.87 -0.14 0.53
C 1.975929 -4.239836 3.122985 0.31 -0.04 -0.24
C -0.425330 -6.621873 7.401160 0.25 0.09 0.22
H 5.673305 6.275059 -4.058609 -0.06 0.03 -0.05
N 0.951876 6.644404 -2.754790 -0.11 0.68 -0.90
O 1.636765 6.348932 -1.492963 -0.22 -0.48 0.67
O -5.292292 -3.603185 -3.294846 0.36 -0.42 -0.39
P 0.199502 0.622096 1.433189 1.39 -4.04 -4.29
H 7.085108 5.343993 -2.589936 0.07 -0.04 0.08
H -0.112480 2.682267 -0.489241 -0.05 -0.18 0.06
H -0.643012 6.485666 -1.480546 -0.38 0.01 -0.05
P -4.883368 -5.113743 -3.733137 -5.80 1.03 1.54
C 3.367324 -4.626380 2.667207 0.11 -0.15 0.04
O 0.154316 -1.014447 1.211769 0.15 0.21 0.31
H 3.393180 6.010010 -3.790147 -0.42 0.42 0.32
C 3.742522 0.730619 1.965673 -0.07 0.26 -0.21
C -1.349548 7.261747 -3.355075 0.22 0.83 0.87
C 2.185094 -4.506426 8.968213 -0.12 -0.06 -0.07
O 2.451901 -5.322298 6.677930 -0.56 0.43 -0.01
H -6.822752 -4.247907 -5.440603 0.11 -0.14 0.22
C 2.019313 7.506462 -0.813035 0.22 0.57 -0.73
```
Positions in Å, forces in eV/Å.

=====

DFT (ωB97M-V/def2-TZVPD) results for a 7-piece molecular cluster, C27H66N4O7 overall in a non-equilibrium geometry.

The value obtained for the largest force on an atom is 2.414 eV/A. The calculation puts the LUMO energy at 0.25 eV. Its net charge is 0. The structure (SMILES) is CC1(C)CCCC(C)(C)N1O.CC1(C)CCCC(C)(C)N1O.NC(N)=O.CCO.CCO.CCO.CCO. As for the total energy: -49358.226 eV. As for the spin multiplicity: 1.

XYZ file:
```
104
Properties=species:S:1:pos:R:3:forces:R:3
H -15.570215 5.866942 -19.533735 -0.20 0.39 -0.31
H -16.796848 3.999334 -19.083370 -0.11 -0.38 -0.06
C -9.693677 6.101559 -18.497308 -1.27 -0.37 1.19
C -15.636691 5.228510 -20.419021 -0.48 0.15 0.76
H -13.158513 -0.582258 -16.062951 0.28 -0.03 0.15
C -17.004711 -2.279800 -17.664120 -0.82 2.02 1.03
H -13.210447 4.603067 -15.667256 0.15 0.08 0.29
H -16.562195 -3.019619 -18.325942 -0.04 -0.32 0.35
C -9.666754 -5.476921 -19.946816 -0.50 0.53 -1.28
H -12.536538 6.846051 -18.720106 0.46 0.09 0.29
H -10.067923 4.320443 -17.451608 -0.23 -0.04 0.30
N -11.995463 -4.682210 -19.641234 1.01 -0.22 -1.46
H -11.971707 8.521542 -17.401086 0.03 0.01 -0.07
C -16.705888 4.145402 -20.156225 1.69 -0.01 -0.51
H -8.330647 7.439602 -17.473087 -0.36 0.55 0.06
C -10.700527 -5.804569 -17.722920 -1.07 0.07 1.39
H -8.774827 6.028324 -16.630131 -0.09 0.09 0.28
H -15.596468 -1.068990 -18.627688 0.21 0.15 0.33
H -8.731036 -3.630428 -19.121440 -0.47 -0.24 0.37
H -13.019281 -3.198761 -21.481131 -0.01 -0.31 0.22
N -11.238786 6.532128 -16.008491 1.39 -0.62 -0.19
O -12.834596 0.765524 -18.011263 -0.54 -0.33 -0.57
H -10.759984 9.605258 -16.792794 -0.03 0.24 -0.39
H -9.189943 2.680059 -19.124576 -0.06 -0.16 -0.23
H -10.597268 -2.806482 -17.923267 -0.05 -0.50 -0.04
H -15.837460 5.809772 -21.316946 0.04 0.08 0.05
H -12.531605 3.639248 -16.919806 0.13 -0.19 0.28
H -10.553398 0.539459 -19.378715 0.04 0.30 -0.26
H -12.329616 -2.918195 -17.709466 -0.36 -0.31 -0.54
C -13.618519 -1.420237 -15.532903 -0.61 0.49 -0.94
C -12.882886 6.153746 -17.951726 -0.73 -0.17 -0.01
C -9.208233 6.827605 -17.244409 1.30 -0.93 -0.07
C -8.892215 1.742740 -18.642989 -0.02 0.50 0.20
H -9.277731 1.806940 -17.620437 0.05 -0.01 0.01
C -10.895115 8.662209 -17.328652 -0.25 0.52 1.52
C -10.273043 7.564090 -16.398415 -0.08 -0.47 -1.67
H -16.679158 -2.289108 -16.621175 0.37 -0.99 -0.14
H -13.920741 -0.409754 -20.192653 0.15 0.26 0.16
H -9.787844 -5.628504 -21.027476 -0.51 -0.80 0.13
H -8.950985 -6.230282 -19.620466 0.10 0.21 0.28
C -9.465591 0.521799 -19.292914 0.02 -1.24 0.25
H -8.761703 8.784853 -15.597650 0.18 -0.04 0.26
H -12.626789 -7.157777 -19.542589 -0.08 0.35 -0.27
H -7.166992 1.733339 -17.735189 0.12 -0.01 -0.03
C -11.017095 -5.700779 -19.207517 0.33 -0.66 -1.22
H -14.688223 -1.896637 -13.792907 0.13 0.00 0.15
H -12.583509 -2.983917 -16.156545 -0.11 0.17 0.09
H -9.920165 -5.116677 -17.399071 -0.03 0.05 -0.04
H -8.262027 -4.007729 -20.660786 -0.35 -0.06 -0.53
C -10.700169 5.059817 -17.948231 0.58 0.54 -0.42
C -11.569319 -7.021320 -19.773541 -0.08 -1.36 0.96
H -13.578308 -2.279766 -20.067179 0.00 -0.20 0.15
H -18.646807 -3.130202 -18.166655 -0.44 0.08 0.12
H -16.264862 3.046828 -21.696449 0.11 -0.22 0.01
H -15.031079 -0.276125 -14.234067 0.22 0.24 -0.58
H -13.863131 -4.588584 -19.742481 -0.06 -0.29 0.02
H -9.269316 -0.344492 -18.649942 0.03 0.11 0.18
H -13.720473 6.642265 -17.449391 0.03 -0.11 0.17
C -10.269993 -3.128172 -20.513348 -0.51 0.51 -0.24
H -14.639686 4.797809 -20.485700 -0.05 -0.25 -0.21
C -13.604692 1.179203 -18.868324 -0.15 1.21 -0.70
C -11.634733 -3.271579 -19.788242 0.30 0.00 1.15
H -12.166252 6.360492 -14.376519 0.09 0.13 0.00
H -13.488486 -0.662659 -13.477685 0.17 0.04 -0.20
H -14.652551 1.094235 -20.611205 -0.25 -0.11 -0.05
H -17.672078 4.413696 -20.577470 -0.07 -0.15 0.00
H -16.382497 -0.077459 -17.445913 -0.37 -0.38 0.52
H -11.587466 -5.634691 -17.099013 -0.08 0.59 -0.26
H -11.131541 -7.900683 -19.284076 0.33 0.26 0.21
C -16.561726 -0.901857 -18.133899 0.99 0.15 -1.82
C -11.806306 5.603757 -17.004753 1.16 -0.18 0.05
C -12.697301 -2.582014 -20.635464 -0.19 0.19 -0.77
O -12.210637 6.990800 -15.104845 -0.46 0.42 -0.20
H -11.127448 4.550291 -18.816199 -0.44 -0.13 0.28
H -11.366146 -7.229386 -20.823144 -0.23 0.69 -0.16
H -10.478349 8.748813 -18.328355 0.17 -0.13 0.06
C -11.561387 -2.624598 -18.409590 1.16 1.18 0.55
O -18.443905 -2.374087 -17.608838 0.55 -0.54 -0.53
C -12.263788 4.398385 -16.173451 -1.74 -0.44 -1.39
H -13.800391 3.040036 -18.120096 -0.22 0.12 -0.22
H -12.303614 -1.695683 -21.140473 0.17 0.16 0.40
H -8.964321 0.230794 -20.217732 -0.20 0.53 -0.27
H -14.433690 -1.743473 -16.193605 -0.07 -0.01 0.04
H -17.126970 -0.492259 -18.976938 -0.49 -0.22 0.22
H -13.265072 5.320267 -18.549672 -0.18 -0.09 0.28
O -7.464059 1.686699 -18.645933 -0.03 -0.03 0.14
H -10.497075 -3.173888 -21.582554 0.31 -0.52 -0.10
O -16.185720 2.905526 -20.745695 -1.13 0.51 -0.01
H -11.559598 -1.529445 -18.413536 -0.42 0.02 -0.39
H -14.686460 2.802650 -19.633339 0.12 -0.13 0.33
H -10.133851 6.794019 -19.215658 -0.01 -0.15 -0.15
O -12.725614 -2.499097 -15.341654 0.27 -0.09 0.84
C -9.162022 -4.049651 -20.041088 0.67 0.43 1.28
O -13.261000 -4.835237 -19.031154 0.15 0.20 0.49
H -11.558505 3.910254 -15.506793 0.35 0.54 0.00
H -10.170745 8.756878 -14.547744 -0.17 -0.05 -0.11
H -8.964397 5.448857 -18.976677 0.53 0.67 -0.11
C -14.217604 -1.001590 -14.215017 -0.31 -0.84 0.89
N -14.039641 0.573963 -20.015895 0.54 -1.19 -0.03
N -14.118055 2.453359 -18.873313 0.53 0.27 1.14
H -9.949434 -2.093978 -20.365120 -0.09 0.05 0.07
H -9.109677 7.353336 -14.565349 0.11 -0.08 -0.15
H -10.471111 -6.799131 -17.331776 0.57 -0.15 -0.77
C -9.538072 8.138870 -15.185775 -0.50 0.30 -0.28
```
Positions in Å, forces in eV/Å.

=====

Question: What is the spin multiplicity in the first record?
Answer: 1